1.
An isolated molecule of C15H13FN2O3S in a non-equilibrium geometry, computed with ωB97M-V with the def2-TZVPD basis set.

Structure (XYZ):
```
35
Properties=species:S:1:pos:R:3:nbo_charge:R:1
C 2.91 2.80 -0.47 -0.268
O 2.21 2.28 0.66 -0.517
C 1.80 3.17 1.57 0.778
O 2.00 4.35 1.50 -0.577
C 1.03 2.48 2.68 -0.612
S -0.70 2.27 2.11 0.277
C -0.48 1.21 0.70 0.147
C 0.11 0.00 0.75 -0.259
C 0.57 -0.57 1.94 0.288
N 0.98 -1.07 2.90 -0.323
C 0.26 -0.84 -0.50 -0.218
C -0.75 -1.97 -0.52 -0.124
C -0.32 -3.29 -0.67 -0.124
C -1.22 -4.34 -0.70 -0.237
C -2.57 -4.10 -0.59 -0.188
C -3.03 -2.80 -0.44 -0.268
C -2.12 -1.76 -0.41 0.400
F -2.60 -0.51 -0.25 -0.331
C 0.19 0.04 -1.75 -0.503
C -0.85 1.14 -1.70 0.699
O -1.43 1.56 -2.67 -0.561
N -0.99 1.72 -0.47 -0.637
H 3.49 1.98 -0.87 0.195
H 3.56 3.62 -0.16 0.212
H 2.20 3.17 -1.21 0.191
H 0.97 3.13 3.55 0.261
H 1.45 1.51 2.93 0.261
H 1.26 -1.31 -0.47 0.237
H 0.74 -3.48 -0.75 0.206
H -0.85 -5.35 -0.82 0.219
H -3.28 -4.92 -0.61 0.220
H -4.08 -2.58 -0.34 0.233
H 0.01 -0.57 -2.64 0.253
H 1.15 0.54 -1.89 0.240
H -1.61 2.52 -0.40 0.430
```

The gap between HOMO and LUMO is 0.3303 hartree. The spin multiplicity is 1. For the HOMO energy, the calculation gives -9.01 eV. As for the structure (SMILES): COC(=O)CSC1=C(C#N)[C@@H](c2ccccc2F)CC(=O)N1. The relative energy (zero: lowest compared OMol25 entry of this formula, charge and spin) comes out at 104.7 kJ/mol.


2.
A structure of composition C15H13I2LuMnNO6S3 in a non-equilibrium geometry, computed with ωB97M-V with the def2-TZVPD basis set.

Structure (XYZ):
```
42
Properties=species:S:1:pos:R:3:lowdin_spin:R:1
I 2.62 4.16 -1.01 0.484
I 0.15 4.77 -1.04 0.508
Lu -1.29 0.20 -0.38 0.033
Mn 1.74 -0.16 -0.15 2.751
S 0.73 0.59 -1.93 0.028
C 3.50 -0.19 -0.66 0.016
C 1.64 -1.75 0.67 0.001
C 1.42 0.69 -3.99 0.021
C 0.45 1.69 -4.56 0.005
C 1.20 -0.70 -4.54 0.001
C 2.88 1.15 -3.98 0.007
C -3.05 -1.38 -0.04 0.001
C -0.69 -2.03 -1.00 0.003
O 1.49 -2.67 1.37 0.027
O 4.53 -0.40 -1.20 0.043
O -3.71 -2.31 -0.33 0.000
O -0.35 -3.07 -1.38 0.002
H 0.67 1.90 -5.60 0.002
H 0.50 2.64 -4.03 0.002
H -0.58 1.37 -4.48 0.000
H 1.48 -0.74 -5.60 0.001
H 0.17 -1.05 -4.44 0.000
H 1.83 -1.42 -4.04 0.000
H 3.19 1.28 -5.05 0.002
H 3.51 0.35 -3.55 0.000
H 2.98 2.09 -3.42 0.008
O -4.03 -0.81 2.00 0.001
S -3.38 0.33 2.62 0.001
O -3.97 1.62 2.79 -0.001
N -1.98 0.64 1.60 0.001
C -0.86 0.64 2.31 0.015
S 0.61 1.21 1.38 0.031
C -0.98 0.02 3.63 0.002
C -0.06 -0.48 4.57 0.001
C -0.49 -1.11 5.76 0.000
C -1.89 -1.29 5.98 0.001
C -2.82 -0.86 5.04 0.000
C -2.32 -0.23 3.91 0.001
H 0.96 -0.28 4.30 0.000
H 0.29 -1.54 6.43 0.000
H -2.19 -1.88 6.85 0.000
H -3.90 -1.03 5.18 0.000
```

Its total charge is +4. The gap between HOMO and LUMO (spin up / spin down) is 0.2022 / 0.1594 hartree. The spin multiplicity is 5. For the HOMO energy (spin up / spin down), the calculation gives -20.64 / -20.64 eV.


3.
A cluster of 3 separate species, C15H13N4O7 in total in a non-equilibrium geometry, computed with ωB97M-V with the def2-TZVPD basis set.

Structure (XYZ):
```
39
Properties=species:S:1:pos:R:3:nbo_charge:R:1
O -0.43 -4.29 5.40 -0.611
C 0.17 -4.38 4.38 0.842
N 0.71 -4.44 3.30 -0.581
C 2.03 -5.17 3.20 -0.555
C 2.79 -4.73 1.96 -0.145
O 2.08 -3.78 1.07 -0.443
N 1.07 -4.35 0.31 0.379
O 1.48 -5.13 -0.48 -0.327
H 1.78 -6.22 3.03 0.124
H 3.12 -5.61 1.41 0.158
H 3.68 -4.18 2.24 0.166
C 1.03 1.20 -0.47 -0.184
C 1.63 2.35 0.03 -0.224
C 2.62 2.25 1.00 -0.222
C 2.99 1.00 1.45 0.076
C 2.40 -0.16 0.96 -0.203
C 1.41 -0.05 -0.01 -0.192
N 4.05 0.90 2.46 0.520
O 4.53 1.94 2.88 -0.408
O 4.39 -0.21 2.82 -0.351
H 0.27 1.28 -1.23 0.215
H 1.33 3.33 -0.33 0.209
H 3.08 3.14 1.39 0.239
H 2.69 -1.13 1.32 0.277
H 0.94 -0.94 -0.40 0.236
C -5.28 3.72 -2.61 -0.181
C -4.25 4.07 -3.48 -0.211
C -3.10 3.31 -3.54 -0.189
C -2.99 2.20 -2.72 0.023
C -4.00 1.84 -1.85 -0.183
C -5.15 2.61 -1.80 -0.207
N -1.78 1.37 -2.79 0.530
O -0.90 1.73 -3.55 -0.379
O -1.73 0.39 -2.09 -0.361
H -6.18 4.32 -2.57 0.217
H -4.35 4.94 -4.12 0.219
H -2.30 3.58 -4.21 0.249
H -3.89 0.97 -1.22 0.257
H -5.95 2.33 -1.12 0.223
```

Its total charge is -1. The gap between HOMO and LUMO is 0.0990 hartree. The spin multiplicity is 1. For the HOMO energy, the calculation gives -1.97 eV. The relative energy (zero: lowest compared OMol25 entry of this formula, charge and spin) comes out at 444.0 kJ/mol.


4.
A structure of composition C15H13N4O9RuS3 in a non-equilibrium geometry, computed with ωB97M-V with the def2-TZVPD basis set.

Structure (XYZ):
```
45
Properties=species:S:1:pos:R:3:lowdin_spin:R:1
Ru 0.18 0.07 0.08 0.940
O 1.62 0.38 -5.99 0.001
C 1.41 0.20 -4.65 0.002
C 0.62 -0.84 -4.17 0.000
C 0.42 -0.92 -2.81 0.005
N 0.95 -0.04 -1.97 0.038
C 1.78 0.90 -2.42 0.008
C 2.04 1.06 -3.76 0.001
C 2.42 1.73 -1.34 0.003
O 3.36 2.47 -1.66 0.003
O 1.88 1.58 -0.20 0.027
C -0.35 -2.04 -2.15 0.000
O -0.59 -3.04 -2.83 -0.001
O -0.63 -1.83 -0.93 -0.018
H 1.11 -0.29 -6.46 0.000
H 0.15 -1.57 -4.81 0.000
H 2.71 1.84 -4.09 0.000
S -2.00 -0.14 1.19 -0.023
C -2.92 0.15 -0.22 -0.002
S -2.02 0.65 -1.57 -0.087
C -4.31 0.02 -0.24 0.001
C -5.06 -0.27 0.95 0.000
N -5.70 -0.48 1.89 0.001
C -5.08 0.20 -1.44 -0.002
N -5.75 0.34 -2.37 0.000
C 0.80 4.49 -0.97 0.000
N -0.64 4.28 -1.00 0.001
C -1.38 4.84 -2.11 0.000
C -1.23 3.37 -0.19 0.000
O -0.66 2.67 0.62 0.000
H 1.02 5.54 -0.73 0.000
H 1.26 4.25 -1.94 0.000
H 1.24 3.84 -0.22 0.000
H -1.04 5.86 -2.30 0.000
H -2.44 4.86 -1.88 0.000
H -1.24 4.26 -3.03 0.000
H -2.32 3.37 -0.29 0.000
C 0.34 -3.10 1.66 -0.001
S 1.54 -1.81 1.69 0.004
O 1.93 -1.57 0.29 0.075
O 2.63 -2.29 2.52 0.012
O 0.83 -0.61 2.20 0.009
H 0.87 -4.02 1.40 0.000
H -0.41 -2.87 0.91 0.000
H -0.09 -3.16 2.66 0.000
```

Its total charge is -2. The gap between HOMO and LUMO (spin up / spin down) is 0.2424 / 0.2397 hartree. The spin multiplicity is 2. For the HOMO energy (spin up / spin down), the calculation gives -2.46 / -2.38 eV. The relative energy (zero: lowest compared OMol25 entry of this formula, charge and spin) comes out at 338.1 kJ/mol.


5.
A structure of composition C15H14AsF6LiN5S in a non-equilibrium geometry, computed with ωB97M-V with the def2-TZVPD basis set.

Structure (XYZ):
```
43
Properties=species:S:1:pos:R:3:lowdin_spin:R:1
Li -1.69 2.27 -1.35 0.002
N 0.82 3.74 2.17 0.012
C 0.14 2.85 1.31 0.034
S -1.42 3.39 0.86 0.018
N 0.79 1.77 1.09 0.038
N 0.53 0.82 0.15 0.229
C 0.85 -0.48 0.52 0.129
C 1.93 -0.70 1.45 0.015
C 1.89 -1.76 2.38 0.024
C 2.95 -2.02 3.21 0.002
C 4.09 -1.23 3.18 0.038
C 4.13 -0.14 2.32 0.001
C 3.07 0.13 1.48 0.031
C 0.04 -1.54 0.04 0.008
C 0.43 -2.87 0.01 0.117
C -0.49 -3.91 -0.28 0.008
C -1.78 -3.64 -0.59 0.120
C -2.20 -2.24 -0.74 0.017
N -1.24 -1.18 -0.42 -0.002
H 0.19 4.24 2.77 0.001
H 1.57 3.27 2.66 0.001
H 0.98 -2.35 2.44 0.001
H 2.89 -2.85 3.92 -0.001
H 4.93 -1.45 3.83 0.003
H 5.00 0.49 2.30 -0.001
H 3.11 0.98 0.82 0.003
H 1.44 -3.14 0.30 0.007
H -0.15 -4.94 -0.21 -0.003
H -2.53 -4.41 -0.73 0.010
H -3.22 -2.01 -0.44 0.001
F -3.55 1.93 -1.86 0.000
As -3.43 3.00 -3.24 0.000
F -4.24 4.28 -2.35 0.000
F -1.88 3.57 -2.70 0.001
F -3.32 4.10 -4.64 0.000
F -2.70 1.74 -4.18 0.000
F -5.03 2.45 -3.81 0.000
C -1.60 -1.40 -1.80 0.008
H -0.86 -1.86 -2.45 0.002
H -2.16 -0.59 -2.26 0.002
N 0.48 0.59 -2.13 0.091
C -0.01 1.14 -1.10 0.033
H 1.28 -0.05 -1.93 0.000
```

Its total charge is -2. The gap between HOMO and LUMO (spin up / spin down) is 0.1852 / 0.2007 hartree. The spin multiplicity is 2. For the HOMO energy (spin up / spin down), the calculation gives -0.22 / -0.65 eV. The relative energy (zero: lowest compared OMol25 entry of this formula, charge and spin) comes out at 137.3 kJ/mol.


6.
A structure of composition C15H14BrCsN4O2Se in a non-equilibrium geometry, computed with ωB97M-V with the def2-TZVPD basis set.

Structure (XYZ):
```
38
Properties=species:S:1:pos:R:3:nbo_charge:R:1
Cs -1.04 -0.44 -0.66 0.947
Br 6.40 -3.21 -0.12 0.068
C 5.03 -1.92 -0.19 -0.089
C 3.72 -2.28 0.12 -0.220
C 2.73 -1.32 0.06 -0.219
C 3.03 -0.01 -0.27 0.176
C 4.33 0.33 -0.61 -0.255
C 5.34 -0.62 -0.57 -0.217
N 1.93 0.91 -0.30 -0.424
C 2.12 2.13 -0.04 0.105
C 1.00 3.13 -0.09 0.136
C 1.31 4.47 0.03 -0.226
C 0.29 5.41 -0.04 -0.160
C -1.01 4.96 -0.23 -0.246
C -1.22 3.59 -0.32 0.049
N -0.25 2.68 -0.26 -0.429
H 3.48 -3.30 0.39 0.245
H 1.70 -1.60 0.29 0.235
H 4.57 1.34 -0.94 0.215
H 6.35 -0.37 -0.84 0.228
H 3.10 2.52 0.23 0.160
H 2.34 4.78 0.19 0.222
H 0.50 6.46 0.05 0.224
H -1.84 5.65 -0.30 0.227
H -2.23 3.21 -0.45 0.197
N -5.42 -3.34 0.30 -0.879
C -4.82 -2.30 1.12 -0.349
C -3.89 -1.49 0.28 0.808
O -3.18 -0.59 0.69 -0.685
O -3.90 -1.79 -1.02 -0.684
H -4.85 -4.18 0.33 0.424
H -4.54 -2.54 -1.08 0.522
H -6.37 -3.55 0.57 0.379
H -4.25 -2.65 1.98 0.240
H -5.58 -1.60 1.47 0.225
Se -0.27 -3.56 -0.56 -0.460
C -1.81 -4.24 0.16 0.087
N -2.79 -4.65 0.63 -0.578
```

The gap between HOMO and LUMO is 0.2430 hartree. The spin multiplicity is 1. For the HOMO energy, the calculation gives -7.28 eV. The relative energy (zero: lowest compared OMol25 entry of this formula, charge and spin) comes out at 0.0 kJ/mol.